The following is a quantum chemistry calculation of a cluster of 2 separate species, C9H17O3P in total, from OMol25.

Values from the calculation:
Energy above the lowest of the compared OMol25 structures with the same formula, charge and spin = 39.7 kcal per mole
HOMO level = -8.34 eV
SMILES = CCOP(O)OCC.CCC1=C=C1
Total energy = -25035.703 eV

Last column: Mulliken charge in e.
CARTESIAN COORDINATES (ANGSTROEM)
C: -3.21498 -1.10249 -1.30342  -0.13
C: -2.80594 -0.10331 -0.45462  0.09
C: -2.21833 -0.15472 -1.69988  -0.69
C: -2.03758 1.68002 1.22914  -1.16
C: -0.49313 -2.77206 0.09769  -0.68
C: 3.55274 2.41700 -0.28407  -0.98
C: -2.78523 0.32670 1.00581  -0.08
C: 0.80925 -2.08544 0.41110  -0.43
C: 3.03875 1.11821 0.23496  -0.15
O: 0.91471 0.49458 -2.19280  -0.63
O: 1.22611 -1.33125 -0.67397  -0.45
O: 1.55533 1.07706 0.13790  -0.41
P: 0.48446 0.15050 -0.65564  0.73
H: -3.65080 -2.07064 -1.46533  0.39
H: -2.63900 2.38322 0.61232  0.33
H: -1.13156 1.83223 0.74615  0.24
H: -2.11454 1.88148 2.23347  0.39
H: -0.67578 -3.79824 0.48964  0.41
H: -1.32217 -2.11355 0.43009  -0.11
H: -0.57388 -2.90059 -0.99270  0.27
H: 2.96783 2.70713 -1.14334  0.30
H: 3.59638 3.16585 0.56730  0.27
H: 4.59479 2.21606 -0.69410  0.30
H: -3.85124 0.46986 1.30415  0.39
H: -2.28749 -0.40041 1.78225  0.26
H: 1.57866 -2.87041 0.74186  0.29
H: 0.81195 -1.50911 1.26736  0.39
H: 3.21367 1.04943 1.36731  0.21
H: 3.24358 0.07668 -0.27624  0.27
H: 0.21343 0.16622 -2.82239  0.36